No. 1
Formula: C4H10N2O2
Source: the Open Molecules 2025 dataset
Level of theory: ωB97M-V/def2-TZVPD

```
18
Properties=species:S:1:pos:R:3:forces:R:3
C 2.122998 0.781317 -1.287007 1.81 -0.08 0.01
C 0.823769 1.399836 -0.945887 2.38 -1.39 2.23
N 0.149349 1.818436 -1.973337 -3.27 1.06 -1.90
O 0.468869 1.446366 0.227262 -0.83 0.01 -0.40
H 2.025028 -0.232943 -1.709247 -0.16 0.44 0.12
H 2.743908 0.725147 -0.377107 -0.25 -0.01 -0.48
H 2.636338 1.421256 -2.024277 0.02 -0.39 0.14
H 0.471140 1.907796 -2.940296 -0.13 -0.41 0.95
H -0.851530 1.842067 -1.763087 0.42 0.64 -0.62
C -1.773480 -1.345102 0.512122 -0.25 0.30 -0.92
C -1.213100 -1.553172 1.884272 -2.62 -2.60 0.61
N -0.313551 -0.751363 2.369592 2.89 2.13 -0.35
O -1.743630 -2.407492 2.588641 0.06 -0.32 -0.04
H -2.230160 -2.285722 0.160992 0.22 0.47 0.32
H -1.079231 -0.980133 -0.263387 -0.12 0.00 0.45
H -2.571729 -0.596543 0.650182 0.21 -0.23 -0.29
H 0.168139 -0.210663 1.646992 0.12 0.27 0.83
H 0.166869 -0.979092 3.243581 -0.52 0.12 -0.64
```
Forces are in eV/Å.

Energy above the lowest of the compared OMol25 structures with the same formula, charge and spin, kJ/mol: 76.0
Energy, eV: -11386.11563
Multiplicity: 1
Structure (SMILES): CC(N)=O.CC(N)=O

No. 2
Formula: C59H40As2CrN9S
Source: the Open Molecules 2025 dataset
Level of theory: ωB97M-V/def2-TZVPD

```
112
Properties=species:S:1:pos:R:3:forces:R:3
Cr 1.682002 -0.006127 -0.938231 -0.14 0.14 0.09
C 3.431878 4.749273 3.219019 0.00 -0.06 0.02
C 3.521108 3.700286 4.145248 -0.01 0.01 -0.06
C 3.332279 2.383433 3.758556 0.05 0.02 0.00
C 3.056023 2.145000 2.420048 -0.01 -0.08 0.05
C 2.754050 0.916322 1.690350 0.22 -0.18 0.09
N 2.471789 1.236607 0.390544 -0.01 0.35 0.14
C 2.600246 2.579012 0.220999 0.15 -0.16 -0.02
N 2.477343 3.268138 -0.903306 -0.02 -0.05 -0.18
C 2.114264 2.728643 -2.055178 -0.13 0.10 0.20
C 2.099949 3.464824 -3.317890 0.07 0.03 0.00
C 2.445459 4.769112 -3.638073 -0.09 0.01 0.03
C 2.344161 5.149633 -4.966146 -0.02 -0.05 -0.05
C 1.921750 4.244970 -5.949268 0.03 0.04 0.04
C 1.590214 2.938990 -5.626845 -0.07 0.01 0.00
C 1.679572 2.566051 -4.294710 0.05 -0.05 -0.05
C 1.442825 1.292287 -3.614626 -0.30 -0.12 -0.08
N 1.026048 0.200243 -4.235899 0.15 0.07 0.11
C 0.895127 -0.979094 -3.637207 0.15 0.01 0.01
N 1.222895 -1.301893 -2.360707 -0.20 -0.15 -0.35
C 0.964031 -2.630782 -2.147367 0.10 -0.15 0.17
N 1.181604 -3.325927 -1.052047 0.02 0.17 -0.15
C 1.647424 -2.804263 0.078290 -0.10 -0.06 0.01
N 1.916571 -1.496458 0.346224 0.30 -0.32 0.05
C 2.407058 -1.384460 1.608282 -0.18 0.02 0.12
N 2.782540 -0.276791 2.240067 0.04 0.11 -0.11
C 2.404991 -2.699434 2.228257 0.09 0.10 0.01
C 2.762062 -3.133830 3.501472 -0.03 -0.07 0.04
C 2.617564 -4.480253 3.781831 -0.01 0.03 -0.02
C 2.133977 -5.377795 2.812925 0.01 0.03 -0.02
C 1.784706 -4.946553 1.546637 0.08 -0.04 0.06
C 1.924779 -3.590742 1.267023 0.08 -0.03 -0.14
C 0.408232 -3.199293 -3.370545 -0.03 0.00 0.05
C -0.071614 -4.465823 -3.673304 0.00 -0.05 -0.01
C -0.587200 -4.665523 -4.942770 -0.02 0.05 -0.02
C -0.631561 -3.625639 -5.883738 0.02 -0.01 0.05
C -0.156676 -2.361753 -5.575788 0.01 -0.04 0.00
C 0.366501 -2.166637 -4.304911 -0.03 0.09 -0.04
N 1.696274 1.453302 -2.286906 0.24 -0.01 -0.08
C 2.963731 3.186370 1.500539 -0.11 0.04 -0.08
C 3.150532 4.506068 1.884472 0.00 0.06 0.02
H 3.569158 5.767747 3.558977 0.01 0.01 0.01
H 3.723865 3.928224 5.184307 0.00 0.00 0.00
H 3.373515 1.566266 4.467690 -0.02 0.01 0.00
H 2.764955 5.460428 -2.869191 0.01 -0.02 -0.01
H 2.592632 6.163545 -5.252928 0.00 0.00 -0.01
H 1.854660 4.576322 -6.977837 0.00 0.00 0.01
H 1.258963 2.231924 -6.375968 0.02 0.00 0.00
H 3.122603 -2.430255 4.241115 0.03 0.00 -0.01
H 2.878556 -4.854037 4.764361 -0.01 -0.01 -0.01
H 2.030827 -6.425358 3.068760 0.01 0.01 0.01
H 1.399763 -5.625768 0.796801 0.03 0.02 0.01
H -0.055464 -5.254824 -2.931257 0.00 0.04 -0.02
H -0.980448 -5.638150 -5.211851 0.00 0.01 -0.01
H -1.057854 -3.814626 -6.860903 0.01 -0.01 0.00
H -0.199839 -1.545784 -6.285285 -0.01 -0.01 0.00
H 3.059460 5.310373 1.165795 0.00 -0.02 0.01
C -2.055634 -0.347518 2.454911 -0.05 0.01 -0.05
C -2.829161 -0.441097 1.139751 0.07 -0.01 0.04
As -1.674744 -1.000736 -0.364856 -0.04 -0.05 -0.22
C -1.966074 -2.949236 -0.168312 0.09 0.06 0.10
C -2.658269 -3.752655 -1.069981 0.02 -0.02 -0.01
C -2.762864 -5.124847 -0.864851 0.03 0.01 -0.01
C -2.173160 -5.718705 0.241799 0.03 0.05 0.01
C -1.458532 -4.932359 1.137804 -0.09 -0.01 -0.02
C -1.351009 -3.566635 0.924396 -0.10 0.03 -0.02
C -2.875315 -0.663574 -1.856411 -0.01 -0.04 0.02
C -2.312139 -0.177915 -3.029769 -0.03 0.05 0.01
C -3.093093 0.035268 -4.156938 -0.02 0.03 0.04
C -4.455467 -0.213021 -4.108528 -0.01 0.00 0.06
C -5.034391 -0.669605 -2.929946 0.04 0.02 -0.03
C -4.247605 -0.895602 -1.810365 0.05 -0.02 -0.07
As -0.417073 0.739089 2.251020 -0.04 0.02 -0.02
C -1.284471 2.454067 1.949222 0.00 -0.08 0.15
C -2.246810 2.948675 2.729616 -0.07 0.09 0.05
C -2.972051 4.185030 2.400480 0.06 -0.03 0.00
C -2.778475 4.807197 1.236581 0.06 -0.11 -0.06
C -1.844459 4.255796 0.215093 -0.05 -0.04 -0.13
C -0.945066 3.073552 0.623992 -0.01 -0.10 0.03
C 0.128111 0.790494 4.136181 -0.07 -0.05 0.03
C 0.197720 1.934469 4.923974 -0.02 0.00 0.02
C 0.711361 1.873734 6.215729 -0.03 0.00 0.01
C 1.161612 0.669984 6.739617 -0.02 0.04 -0.03
C 1.103830 -0.478730 5.959311 0.01 0.03 -0.06
C 0.602058 -0.411721 4.668270 -0.08 0.01 0.00
H -1.751214 -1.338321 2.797111 0.04 -0.03 0.03
H -2.667770 0.093105 3.242012 -0.06 0.02 0.03
H -3.245255 0.524508 0.845985 0.08 0.03 0.01
H -3.640614 -1.163496 1.228285 -0.08 0.01 0.02
H -3.113808 -3.312405 -1.948271 -0.03 0.03 0.01
H -3.307612 -5.730922 -1.579443 0.00 0.00 0.00
H -2.258459 -6.787054 0.400029 0.00 0.00 0.00
H -0.969411 -5.384619 1.992415 -0.03 0.02 0.00
H -0.748749 -2.974474 1.606881 -0.06 0.00 0.02
H -1.258048 0.071117 -3.053637 -0.11 0.01 0.02
H -2.640190 0.428350 -5.058875 0.01 0.00 0.00
H -5.072751 -0.026428 -4.978807 0.00 -0.01 0.00
H -6.102624 -0.842104 -2.880419 0.00 0.00 -0.01
H -4.709332 -1.261274 -0.901044 0.00 0.00 0.03
H -2.535712 2.427000 3.639012 0.03 0.03 0.01
H -3.681928 4.570005 3.124080 0.01 0.00 -0.01
H -3.331359 5.707165 0.992952 -0.03 -0.04 -0.01
H -1.312056 5.040429 -0.324874 -0.02 0.04 0.04
H 0.134848 3.234925 0.536930 0.03 0.02 -0.04
H -0.142356 2.883459 4.527205 -0.01 -0.01 -0.02
H 0.756191 2.776318 6.814406 0.01 -0.01 0.00
H 1.557726 0.625878 7.746790 0.00 0.01 0.00
H 1.465220 -1.423024 6.350148 -0.02 0.00 0.00
H 0.592265 -1.309623 4.057100 0.00 0.01 0.02
S -3.679708 3.316560 -1.855860 0.08 -0.10 -0.01
C -2.391737 3.203705 -0.779601 -0.01 0.11 0.01
N -1.524246 2.252300 -0.476208 -0.02 0.10 0.11
```
Forces are in eV/Å.

Energy above the lowest of the compared OMol25 structures with the same formula, charge and spin, kJ/mol: 0.0
Energy, eV: -236182.19033
Total charge: -1
Multiplicity: 5
Expectation value of S²: 6.17